1.
Density functional theory data (ωB97M-V/def2-TZVPD) for a cluster of 3 separate species, C8H12N3 in total at a distorted geometry.

```
23
Properties=species:S:1:pos:R:3
H -3.307 -2.250 0.122
N 1.563 -0.287 -0.399
C -0.930 0.157 0.071
H -3.840 1.965 -0.229
H 0.729 0.626 2.126
C -3.620 -0.182 -0.267
H -1.328 2.275 0.014
H -0.617 -1.982 0.330
C -1.452 -1.135 0.315
H 2.861 -1.445 0.715
H 1.568 0.569 2.099
C -2.764 -1.281 0.057
N 3.850 -0.156 -0.485
C -3.164 1.089 -0.215
N 1.397 1.210 -0.198
C 0.439 0.258 0.057
C 2.739 -1.017 -0.285
H -4.717 -0.335 -0.371
H 2.880 -1.766 -1.088
C -1.745 1.280 -0.078
H 3.804 0.574 0.190
H 1.473 1.703 -1.097
H 4.180 0.126 -1.383
```

Properties
* energy relative to the best compared isomer or geometry (same formula, charge and spin): 144.3 kcal per mole
* HOMO energy: -13.4 eV
* net charge: +1


2.
Density functional theory data (ωB97M-V/def2-TZVPD) for a cluster of 3 separate species, C38H35F13IN3O9S in total at a distorted geometry.

```
100
Properties=species:S:1:pos:R:3
O 3.446 -3.119 -0.030
C 1.374 -0.430 -1.215
O -7.915 1.916 -3.227
F -3.825 0.729 1.759
F -0.475 1.772 5.164
C 5.599 5.425 -5.757
C 0.930 -4.545 -0.111
H 0.237 -5.498 4.078
H -1.238 -4.523 0.308
C 2.422 -1.910 2.916
C -1.123 -0.342 -1.819
H 2.000 -6.437 5.335
H 0.425 -4.239 2.792
H 2.532 -0.890 2.432
C 4.161 -2.505 1.067
C 0.947 -5.115 3.289
C -7.671 2.578 -2.076
C -3.490 -1.585 1.284
F -5.652 -0.846 0.263
C -4.344 -1.295 -0.019
H -3.283 0.596 -0.671
C 2.932 1.716 -1.449
C -6.076 3.021 -0.157
N 3.253 1.693 0.023
C -8.264 4.154 -0.322
F -4.541 -2.563 -0.634
H -4.502 -0.064 -1.807
H 7.769 3.559 -2.553
O 8.015 4.166 -3.278
C -2.588 -0.503 3.505
C 0.504 3.294 -2.508
C 0.075 -1.139 -1.289
H 3.908 2.479 0.167
C 0.831 4.307 -3.090
S -1.442 0.723 4.348
C -2.861 -0.266 1.968
H 3.654 -5.694 5.429
C -6.955 3.892 0.347
H 1.118 -5.875 2.462
F -2.087 -1.771 3.786
C -3.675 -0.379 -1.100
O 3.211 5.015 -5.915
H 2.902 2.810 -1.738
H 1.271 5.184 -3.626
H -7.485 5.132 1.635
C 0.998 -3.033 -0.516
H 2.279 -3.922 4.724
C 5.638 3.712 -3.468
N 2.544 -1.066 -0.785
C -6.374 2.296 -1.391
C 6.873 4.393 -3.961
C 2.350 -2.365 -0.437
H -5.125 2.820 0.319
H 1.403 -2.352 2.740
H 3.251 -6.811 3.972
C 3.639 -2.860 2.524
O -9.045 4.941 0.179
H 3.493 3.480 -3.802
C 2.337 -4.729 3.944
O 5.536 6.134 -6.745
C -8.552 3.446 -1.570
H 4.362 -4.857 3.086
C 3.361 -4.416 2.759
O 5.707 2.978 -2.499
C 1.506 1.032 -1.604
F -1.739 1.915 3.272
H 5.225 -2.907 1.005
F -2.447 -2.440 0.897
H -2.430 -2.170 -1.829
C -0.313 -5.119 0.071
F -0.113 0.180 3.570
H 4.489 -2.594 3.233
C 4.359 4.766 -5.247
C -2.533 -1.061 -1.961
H 3.713 1.156 -2.056
H 7.736 5.689 -5.401
C 6.849 5.191 -5.033
H -2.817 -0.905 -3.052
F -2.702 1.310 5.262
F -1.147 -0.384 5.539
H -0.464 -6.234 -0.049
C -0.974 1.077 -2.237
H 3.837 0.869 0.232
C 0.375 1.811 -2.111
C 4.384 3.965 -4.178
O -5.605 1.483 -1.875
F -3.819 -0.416 4.155
H 1.841 -5.182 0.010
N -0.177 -2.464 -0.923
H 3.459 5.618 -6.643
H 4.251 -1.385 0.998
O -6.699 4.573 1.483
H 3.101 -4.971 1.806
F -4.289 -2.318 2.154
C 2.859 -6.051 4.702
H -9.495 3.657 -2.055
F -1.702 -0.021 1.226
H -7.132 1.351 -3.375
I -2.583 2.282 -3.062
H 2.499 -1.717 4.034
```

Properties
* HOMO energy: -8.5 eV
* SMILES string: C#Cc1c(I)c(CCC(F)(F)C(F)(F)C(F)(F)C(F)(F)S(F)(F)(F)(F)F)c2nc(C=C)c(OC[C@@H](C)CC(C)C)nc2c1CN.O=C1C=C(O)C(=O)C=C1O.O=C1C=C(O)C(=O)C=C1O


3.
Density functional theory data (ωB97M-V/def2-TZVPD) for a structure of composition C12H19F3NP2ReSSbSe4 at a distorted geometry.

```
44
Properties=species:S:1:pos:R:3
H -1.514 4.895 -1.520
Se 3.286 -0.270 -6.177
Re -0.218 -0.315 -0.824
C -2.275 1.398 -0.225
F -4.792 3.240 1.593
H 2.245 -0.966 2.577
C -0.916 2.836 -1.472
Sb 3.354 -1.805 -4.293
H 0.626 -3.848 -1.481
H 1.912 -3.154 1.750
C -3.068 2.430 0.218
Se 2.321 -2.540 -6.370
H -0.647 -3.577 2.285
N -1.217 1.608 -1.048
S -2.246 -0.307 0.168
H -0.185 1.981 1.864
H -0.192 0.430 2.723
P 1.327 0.396 0.831
H 3.337 -0.849 1.218
H -2.001 -2.786 1.465
C -0.097 -3.856 -0.666
C 2.495 1.638 0.239
C 1.827 -2.393 0.973
Se 1.044 -0.846 -2.635
C -2.796 3.707 -0.270
C -1.721 3.911 -1.126
C -0.967 -2.659 1.789
C 2.295 -1.022 1.487
F -3.630 1.552 2.300
C 0.438 1.158 2.215
H -0.055 2.934 -2.120
H 0.053 -4.747 -0.053
H 1.952 2.525 -0.088
H -0.926 -1.838 2.504
Se 4.728 -2.548 -2.572
H 3.080 1.243 -0.590
P 0.109 -2.384 0.359
C -4.175 2.138 1.217
H 2.449 -2.720 0.136
H -1.106 -3.881 -1.079
F -5.054 1.285 0.698
H 1.177 1.547 2.920
H 3.163 1.917 1.057
H -3.422 4.541 0.024
```

Properties
* energy relative to the best compared isomer or geometry (same formula, charge and spin): 7.6 kcal per mole
* HOMO energy: -17.3 eV
* net charge: +3


4.
Density functional theory data (ωB97M-V/def2-TZVPD) for a cluster of 2 separate species, C2H9N2OPS in total at a distorted geometry.

```
16
Properties=species:S:1:pos:R:3
O -1.917 1.177 1.078
S -1.351 -1.696 0.256
H 2.134 -1.688 0.176
C 2.496 -0.796 -0.353
C 2.056 0.383 0.396
P -1.716 0.393 -0.309
H -3.705 -0.170 -1.405
N -3.299 0.262 -0.561
H -0.017 -1.541 0.379
H 0.780 1.119 -0.923
H -1.205 1.145 1.766
N 1.161 1.208 0.089
H 2.181 -0.743 -1.412
H -3.729 1.174 -0.240
H 3.600 -0.752 -0.291
H 2.530 0.524 1.354
```

Properties
* energy relative to the best compared isomer or geometry (same formula, charge and spin): 33.7 kcal per mole
* HOMO energy: -8.0 eV
* SMILES string: [H]/N=C\C.NP(O)S